# 1
{"formula": "C5H8N2O", "method": "the ωB97M-V functional and the def2-TZVPD basis", "species": ["C", "C", "C", "C", "C", "H", "H", "H", "H", "H", "H", "H", "H", "N", "N", "O"], "positions_angstrom": [[-2.245530, 0.215137, -0.505562], [0.786558, -1.085087, 0.618811], [1.296912, 0.176584, 0.794467], [1.923931, 0.523630, -0.652214], [0.467736, 0.848369, -0.196731], [-3.954675, -0.199523, -0.291014], [-2.655818, 1.542971, -0.568632], [1.233252, -1.770175, -0.181119], [0.904924, -1.741504, 1.440790], [1.601744, 0.538303, 1.844156], [1.966631, -0.549196, -1.281772], [2.724986, 1.182953, -0.955750], [0.471118, 2.055936, -0.002673], [-3.111482, -0.788457, -0.268304], [-0.761720, 0.054750, -0.325361], [-0.648569, -1.004694, 0.530908]], "forces_ev_per_a": [[0.021, 1.798, 1.562], [-1.737, -7.898, 0.851], [3.731, 4.019, -0.120], [-1.782, -4.332, -0.819], [-0.124, 5.672, 0.417], [-0.332, -0.870, -0.062], [1.563, -4.265, -0.220], [-0.921, 1.343, 0.393], [0.243, -0.489, 1.392], [-0.475, -0.324, -2.058], [0.243, 3.327, 1.644], [-0.516, 0.690, 0.419], [-0.966, -3.025, -0.675], [2.946, 4.460, -1.035], [-3.764, 1.142, -2.250], [1.869, -1.245, 0.562]], "lumo_ev": 0.9, "gap_ev": 9.04, "homo_energy_ev": -8.146, "charge": 0}



# 2
{"formula": "C19H28Br2LiN3OS2Sb", "method": "the ωB97M-V functional and the def2-TZVPD basis", "species": ["Li", "S", "C", "S", "C", "C", "N", "C", "N", "Br", "C", "Br", "H", "H", "C", "C", "C", "Sb", "C", "C", "C", "C", "C", "C", "H", "H", "H", "H", "H", "H", "H", "H", "H", "H", "H", "H", "H", "H", "H", "H", "H", "H", "H", "H", "H", "O", "N", "C", "C", "C", "C", "C", "H", "H", "H", "H", "H"], "positions_angstrom": [[-1.095132, 1.491741, 1.108248], [-0.406255, -0.749891, 3.212540], [-0.221870, 0.767172, 4.024131], [-0.120559, 2.265787, 3.153210], [-0.158136, 0.813870, 5.432914], [-0.251868, -0.360932, 6.253381], [-0.336614, -1.258988, 6.977436], [-0.015980, 2.046390, 6.157485], [0.091358, 3.001016, 6.800757], [-1.646312, 2.392470, -2.581820], [-3.709002, 3.571571, -0.931764], [-3.976286, 3.090224, 0.896510], [-4.523705, 3.253999, -1.564016], [-3.339400, 4.579902, -1.029123], [1.602540, -1.131651, -3.454881], [0.526806, -0.753425, -2.439582], [-0.225627, -1.977973, -1.911474], [1.093495, 0.438145, -0.732032], [2.704119, 1.687325, -1.498386], [2.142071, 2.640828, -2.555797], [4.000334, 1.040384, -1.981737], [2.286216, -0.991879, 0.392099], [3.084643, -0.172752, 1.410605], [3.149812, -2.026640, -0.327124], [1.169560, -1.772006, -4.236609], [2.433705, -1.680713, -3.009667], [2.013799, -0.250750, -3.950249], [-0.196582, -0.092633, -2.923569], [0.414884, -2.641941, -1.324212], [-0.634835, -2.568232, -2.742166], [-1.063464, -1.682059, -1.270788], [2.937329, 2.268684, -0.601082], [1.826402, 2.105901, -3.456856], [2.908116, 3.370046, -2.855920], [1.262139, 3.182331, -2.206678], [3.845011, 0.392173, -2.845261], [4.487124, 0.450017, -1.206698], [4.708688, 1.823072, -2.288001], [1.512063, -1.518070, 0.958206], [3.848845, 0.445541, 0.927259], [3.593643, -0.834132, 2.122465], [2.428352, 0.480282, 1.994245], [3.899970, -1.577487, -0.979143], [2.558303, -2.710884, -0.937400], [3.688974, -2.635579, 0.412365], [-2.156214, 0.274291, 0.326295], [-3.073418, -0.602802, 0.412736], [-4.070405, -0.587559, -0.503499], [-5.061877, -1.544120, -0.464504], [-5.046656, -2.518635, 0.520402], [-4.024658, -2.499516, 1.452885], [-3.036365, -1.535400, 1.392275], [-3.977522, 0.208464, -1.228323], [-5.839962, -1.508110, -1.214356], [-5.819413, -3.274922, 0.560751], [-3.973934, -3.223873, 2.254620], [-2.216251, -1.398073, 2.098898]], "forces_ev_per_a": [[0.348, -0.109, 0.263], [0.372, 0.301, 0.255], [-0.098, 0.019, 0.141], [-0.032, -0.122, -0.043], [0.055, -0.037, 0.219], [0.005, 0.454, -0.276], [0.026, -0.002, -0.017], [-0.081, -0.494, -0.240], [0.019, 0.000, 0.027], [-0.034, -0.028, -0.160], [-0.414, 0.156, 0.453], [0.056, 0.035, -0.239], [0.105, -0.094, -0.063], [0.159, -0.075, -0.073], [-0.105, -0.025, -0.008], [-0.046, -0.141, -0.132], [-0.093, 0.024, -0.050], [0.010, 0.173, 0.273], [0.053, 0.041, -0.185], [0.082, 0.014, 0.008], [0.002, 0.083, 0.003], [0.054, -0.028, 0.087], [-0.002, -0.096, 0.036], [0.014, 0.011, 0.101], [0.016, 0.019, 0.011], [-0.001, -0.019, 0.041], [-0.014, 0.013, 0.020], [-0.020, -0.029, -0.029], [0.009, 0.025, -0.017], [0.010, 0.019, 0.020], [0.091, 0.010, -0.049], [0.023, 0.072, -0.007], [0.027, -0.010, 0.037], [-0.039, -0.022, 0.012], [0.008, -0.033, 0.016], [-0.033, -0.003, -0.006], [-0.016, -0.004, 0.032], [-0.005, -0.025, -0.010], [0.006, -0.013, 0.019], [-0.021, -0.015, 0.030], [-0.007, 0.017, -0.031], [0.007, -0.018, -0.043], [0.013, 0.040, -0.005], [-0.026, 0.018, -0.001], [-0.024, 0.017, -0.026], [0.012, 0.045, -0.264], [-0.196, -0.078, 0.011], [-0.049, -0.129, -0.014], [0.064, 0.142, -0.076], [-0.103, -0.099, -0.015], [0.185, 0.106, 0.077], [-0.304, -0.084, 0.000], [0.022, 0.029, -0.032], [-0.005, -0.008, 0.002], [-0.004, 0.008, 0.004], [0.000, 0.000, -0.017], [-0.078, -0.053, -0.069]], "lumo_ev": [4.1, 4.1], "multiplicity": 2, "gap_ev": [5.83, 5.82], "homo_energy_ev": [-1.703, -1.703], "s_squared": 0.756, "charge": -2}



# 3
{"formula": "C5H8O", "method": "the ωB97M-V functional and the def2-TZVPD basis", "species": ["C", "C", "C", "O", "C", "C", "H", "H", "H", "H", "H", "H", "H", "H"], "positions_angstrom": [[-0.106369, 1.196391, 0.673534], [1.098804, 0.818306, 0.264895], [1.380356, -0.639650, 0.013368], [0.306315, -1.492234, 0.330077], [-0.903073, -1.050695, -0.252359], [-1.220480, 0.437339, 0.022967], [-0.328816, 2.220335, 0.978238], [1.778494, 1.566836, -0.107258], [2.179884, -0.906298, 0.713682], [1.740394, -0.817048, -1.012841], [-1.679735, -1.703224, 0.154664], [-0.872815, -1.197426, -1.343130], [-1.200364, 0.957740, -0.931278], [-2.172592, 0.609626, 0.495437]], "forces_ev_per_a": [[0.162, 0.326, -0.798], [-0.155, -0.102, -0.032], [0.358, 0.270, -0.058], [-0.044, 0.395, 0.091], [-0.354, 0.108, -0.092], [-0.056, -0.454, 0.455], [0.159, -0.131, -0.250], [0.986, 0.018, 0.928], [0.057, -0.152, -0.263], [-0.044, -0.030, 0.033], [0.091, 0.120, -0.077], [0.060, -0.129, 0.122], [-0.739, -0.027, -0.233], [-0.481, -0.213, 0.174]], "lumo_ev": 1.0, "smiles": "C1=CCOCC1", "gap_ev": 9.73, "homo_energy_ev": -8.758, "charge": 0}